1.
Computed, not measured: a 2-piece molecular cluster, C30H58N4O3S2 overall, with the ωB97M-V functional and the def2-TZVPD basis.

Positions of all 97 atoms, in Å:
C: 1.250871 5.276810 -1.425647
C: 1.790813 3.778422 -1.697185
C: 0.708614 2.810724 -2.384033
C: 1.035303 1.242715 -2.275884
N: 1.146469 0.724775 -0.877824
C: -0.197324 0.513990 -0.252577
C: -0.688140 -1.033479 -0.231491
C: -2.227927 -1.186993 0.206959
C: -3.289823 -1.003735 -1.004407
C: -4.675870 -0.484091 -0.365243
C: -5.944248 -1.427018 -0.734894
N: -6.711165 -2.176363 -1.276586
C: -4.982215 1.090762 -0.580546
C: -3.656749 1.912949 -0.228343
N: -2.772337 2.724700 -0.079578
C: -6.059625 1.474404 0.596692
C: -6.207264 3.060337 0.843473
C: -5.810990 3.356846 2.374995
C: -4.238325 3.525252 2.653064
C: -3.887823 3.868985 4.211804
C: -2.329790 3.423791 4.406082
C: -2.133911 2.236339 5.481299
O: -2.077660 0.923541 4.860884
C: -0.908576 0.173034 5.262119
O: -5.626386 1.437894 -1.808891
C: -4.836617 1.202568 -2.993077
C: -5.140337 -0.215207 -3.737977
C: 2.025777 -0.451965 -0.776517
S: 2.832912 -0.726926 0.692709
S: 2.312147 -1.705039 -2.115456
C: 1.857416 -3.379990 -1.364250
C: 3.258007 -4.187806 -1.231231
C: 3.249904 -5.339352 -0.110125
H: 0.751244 5.311014 -0.391208
H: 0.542055 5.673212 -2.242704
H: 2.133588 6.028033 -1.384815
H: 2.712472 3.892488 -2.390929
H: 2.097662 3.353011 -0.672514
H: -0.350439 3.025042 -1.983928
H: 0.678000 3.101984 -3.506791
H: 0.135877 0.683490 -2.761944
H: 1.970930 0.991899 -2.884138
H: -0.959047 1.061373 -0.936024
H: -0.278792 1.026562 0.770864
H: -0.495296 -1.431999 -1.302808
H: -0.073392 -1.646681 0.538859
H: -2.432588 -2.161623 0.792261
H: -2.439414 -0.313012 0.946046
H: -3.424924 -2.047663 -1.486087
H: -2.806550 -0.292235 -1.756704
H: -4.559743 -0.616325 0.783032
H: -5.856083 0.904803 1.572783
H: -7.075364 1.087800 0.197696
H: -7.341881 3.294131 0.754117
H: -5.690541 3.723304 0.069424
H: -6.393663 4.276301 2.782085
H: -6.163406 2.469575 3.038324
H: -3.757955 2.484366 2.470636
H: -3.743010 4.330853 2.008819
H: -4.073312 4.970915 4.465444
H: -4.517426 3.137254 4.842941
H: -1.868833 3.030540 3.415292
H: -1.672398 4.316368 4.717446
H: -2.902728 2.234045 6.331189
H: -1.099129 2.417557 5.972754
H: -0.591181 0.346408 6.357829
H: -0.015147 0.370892 4.544781
H: -1.106556 -0.967039 5.177388
H: -3.705588 1.312462 -2.880713
H: -5.154903 2.010630 -3.764006
H: -4.236544 -0.938929 -3.664089
H: -6.119190 -0.693113 -3.387755
H: -5.264569 -0.009998 -4.874031
H: 1.073178 -3.912795 -2.006977
H: 1.419250 -3.276526 -0.305766
H: 3.581045 -4.685560 -2.225206
H: 4.061839 -3.375000 -1.033830
H: 2.412205 -6.103689 -0.266580
H: 4.245334 -5.914920 -0.216793
H: 3.261426 -4.882097 0.950228
C: 9.730929 -3.380740 -0.834399
C: 8.636600 -4.444230 -0.835099
C: 7.537015 -4.194083 -1.888567
O: 6.600915 -3.181705 -1.529365
C: 7.032434 -1.858805 -1.803711
N: 8.074028 -4.549942 0.517345
H: 9.407299 -2.445272 -0.373361
H: 10.599043 -3.730342 -0.268164
H: 10.065952 -3.162370 -1.852602
H: 9.115123 -5.397894 -1.082639
H: 6.949342 -5.113501 -1.985503
H: 7.964351 -3.994787 -2.879087
H: 7.638963 -1.801802 -2.712070
H: 7.584296 -1.459048 -0.950726
H: 6.144687 -1.236194 -1.940935
H: 7.409763 -5.322470 0.534247
H: 7.488362 -3.727146 0.667380

Forces on atoms 1 to 3 (eV/Å):
0.346 0.152 0.191
-0.028 0.484 0.043
0.178 0.470 -0.216

Computed properties:
**Kohn-Sham gap**: 7.81 eV
**Net charge**: 0
**Spin multiplicity**: 1
**SMILES**: CCCCN(CCCC[C@H](C#N)[C@](C#N)(CCCCCCCOC)OCC)C(=S)SCCC.COC[C@@H](C)N
**LUMO energy**: -0.53 eV

2.
Computed, not measured: C30H59BF2FeSSi4Te as an isolated structure, with the ωB97M-V functional and the def2-TZVPD basis.

Positions of all 99 atoms, in Å:
Fe: -0.267720 -1.085839 0.121845
C: 0.831728 -3.196304 1.037395
C: 0.168796 -2.531439 2.099719
C: 0.815180 -1.251102 2.254075
C: 1.820832 -1.185389 1.241096
C: 1.835034 -2.371044 0.493294
C: 2.837236 -2.705915 -0.594838
C: 2.755714 -1.700170 -1.743466
C: 2.593567 -4.111309 -1.144760
C: 4.250087 -2.646241 0.003529
C: 0.701664 -0.143566 3.314816
C: 0.757451 -0.697039 4.743582
C: -0.549376 0.723691 3.148695
C: 1.906543 0.802169 3.189841
C: -0.933069 -3.244139 2.894990
C: -0.349218 -3.883700 4.167970
C: -2.113278 -2.330626 3.251108
C: -1.530951 -4.393390 2.068239
H: 0.541346 -4.155290 0.637493
H: 2.493990 -0.364432 1.092804
H: 1.783561 -1.763274 -2.239315
H: 3.538240 -1.895243 -2.485852
H: 2.875154 -0.678632 -1.378057
H: 1.603702 -4.195334 -1.597285
H: 2.674441 -4.861608 -0.353488
H: 3.337182 -4.341329 -1.914584
H: 4.473625 -1.644750 0.375914
H: 4.998970 -2.905158 -0.753350
H: 4.340523 -3.344889 0.839717
H: -0.129917 -1.260844 5.014901
H: 0.845508 0.134494 5.451159
H: 1.626779 -1.347672 4.868326
H: -1.475763 0.148943 3.170727
H: -0.509020 1.232349 2.184747
H: -0.593644 1.485217 3.935927
H: 2.849199 0.272020 3.349053
H: 1.820812 1.593710 3.941227
H: 1.939229 1.276635 2.212520
H: 0.089861 -3.152588 4.841194
H: 0.434478 -4.593682 3.891959
H: -1.130271 -4.427790 4.711740
H: -1.843917 -1.530813 3.936381
H: -2.899890 -2.922583 3.729733
H: -2.529121 -1.876015 2.349331
H: -0.798848 -5.180597 1.876539
H: -1.906212 -4.042091 1.106924
H: -2.356348 -4.841894 2.630021
Te: -1.213951 -3.019117 -1.635127
C: -3.077564 -2.695797 -2.556392
C: -3.355518 -2.312176 -3.839933
C: -4.751138 -2.226224 -4.119833
C: -5.522130 -2.549636 -3.043250
S: -4.542606 -2.964135 -1.699788
H: -2.577082 -2.073324 -4.550539
H: -5.159020 -1.924390 -5.076383
H: -6.599160 -2.556665 -2.975550
C: -3.504469 2.860536 -1.054661
Si: -1.791367 3.070142 -0.267049
C: -1.369892 4.839632 -0.823930
C: -2.188439 3.251952 1.576092
Si: -0.063447 1.436699 -0.676672
Si: 0.077954 1.513953 -3.037226
C: -0.887322 0.256074 -4.058663
C: -0.420714 3.164088 -3.835832
C: 1.873894 1.262391 -3.598237
Si: 1.707723 3.160096 -0.454312
C: 3.376207 2.224785 -0.324514
C: 1.532960 3.985853 1.266161
C: 2.246268 4.653552 -1.535250
H: -4.084598 3.766820 -0.843925
H: -4.048545 2.000839 -0.664503
H: -3.433363 2.738211 -2.138183
H: -2.212271 5.482275 -0.538117
H: -1.254826 4.894881 -1.906267
H: -0.468823 5.248113 -0.372259
H: -2.946510 4.033871 1.702497
H: -1.310284 3.520911 2.164560
H: -2.588303 2.316598 1.972632
H: -1.962722 0.425101 -3.973619
H: -0.693827 -0.765606 -3.723474
H: -0.597101 0.342480 -5.112931
H: -1.475100 3.380893 -3.641280
H: -0.284619 3.089173 -4.921337
H: 0.174714 4.002732 -3.470328
H: 2.132526 0.203750 -3.562365
H: 2.595736 1.802175 -2.990269
H: 1.979054 1.603054 -4.635222
H: 3.247214 1.184992 -0.035384
H: 4.023062 2.708280 0.417604
H: 3.910780 2.229363 -1.279100
H: 1.292560 3.250622 2.033839
H: 0.760991 4.756472 1.307714
H: 2.488243 4.456329 1.534388
H: 2.520443 4.323364 -2.540214
H: 3.119202 5.142677 -1.085309
H: 1.451034 5.393927 -1.636047
F: -2.853988 0.083606 0.556672
B: -2.071268 0.031135 -0.582038
F: -2.824465 0.129165 -1.690384

Forces on atoms 1 to 3 (eV/Å):
-0.209 0.380 -0.271
-0.006 0.016 -0.222
-0.114 0.043 -0.013

Computed properties:
**Energy above the lowest of the compared OMol25 structures with the same formula, charge and spin**: 0.0 kJ/mol
**Kohn-Sham gap (alpha / beta)**: 3.77 / 5.48 eV
**Net charge**: -2
**Spin multiplicity**: 5
**LUMO energy (alpha / beta)**: 4.29 / 4.26 eV

3.
Computed, not measured: a 3-piece molecular cluster, C30H59ClN5O6PS overall, with the ωB97M-V functional and the def2-TZVPD basis.

Positions of all 103 atoms, in Å:
C: 1.040092 -5.433283 -1.687813
C: 2.348236 -4.845690 -2.428617
C: 1.995428 -4.146272 -3.857560
C: 1.780103 -2.557139 -3.680611
C: 0.361644 -2.036658 -4.296404
N: -0.702710 -2.643348 -3.391776
C: -1.980741 -2.011160 -3.940691
P: -3.375019 -3.213061 -3.587617
N: -3.707029 -4.009951 -4.956461
O: -4.836819 -2.517062 -3.059117
O: -2.881062 -4.380543 -2.405102
C: -2.152138 -0.467567 -3.565661
C: -3.479097 0.035313 -4.370034
C: -4.606803 0.711270 -3.470008
O: -5.788463 0.269442 -3.578071
Cl: -4.407900 2.121587 -2.328830
N: -2.079828 -0.070209 -2.136629
C: -2.644823 -0.824370 -1.274236
S: -3.267455 -1.913893 -0.169603
N: -0.963859 0.235741 -4.198233
C: -0.955164 1.690261 -3.981474
C: 0.152952 2.333819 -3.024668
C: -0.280191 2.445986 -1.459060
C: 0.331970 1.290876 -0.527292
N: 1.242999 1.817781 0.573642
C: 2.142241 0.646937 0.857835
C: 1.524854 -0.790924 1.306161
O: 3.401205 0.726239 0.743010
C: 0.312470 -0.463290 -4.058805
C: 1.314493 0.137023 -5.211034
O: 0.781981 0.225411 -6.381485
O: 2.616268 0.491029 -4.929946
H: 1.321334 -6.034501 -0.739048
H: 0.471504 -6.146325 -2.385582
H: 0.337007 -4.569874 -1.371912
H: 2.850291 -4.128611 -1.694902
H: 3.067603 -5.738329 -2.596016
H: 2.887472 -4.290746 -4.558078
H: 1.080433 -4.701352 -4.278656
H: 1.690149 -2.350815 -2.539910
H: 2.665546 -1.930986 -4.052588
H: 0.293894 -2.382614 -5.380364
H: -0.544223 -2.379080 -2.404992
H: -0.690385 -3.667694 -3.564717
H: -1.822239 -2.035464 -5.089470
H: -3.489353 -5.004743 -4.720269
H: -5.336934 -3.250199 -2.633956
H: -3.713247 -4.576460 -1.898045
H: -3.992572 -0.821437 -4.958035
H: -3.220568 0.807186 -5.196095
H: -0.788654 2.177686 -5.023892
H: -1.958806 2.152351 -3.628245
H: 1.206453 1.902883 -3.101725
H: 0.256247 3.439441 -3.364041
H: 0.136475 3.446810 -1.053202
H: -1.429001 2.522166 -1.335083
H: -0.555047 0.741859 -0.015293
H: 0.932371 0.489282 -1.076022
H: 0.642786 1.997038 1.394393
H: 2.345641 -1.479748 1.713901
H: 1.113654 -1.286678 0.351064
H: 0.648081 -0.632764 2.022943
H: 0.890152 -0.280953 -3.065289
C: 1.983755 4.653192 2.087190
C: 0.700981 5.101766 2.774720
C: -0.315295 5.721044 1.813226
C: 0.145408 6.999262 1.107026
C: 0.558791 8.144342 2.033846
C: -0.576270 8.646785 2.915411
H: 2.517221 5.494153 1.637546
H: 2.655962 4.186619 2.813067
H: 1.772071 3.920607 1.303663
H: 0.940232 5.801197 3.581493
H: 0.238678 4.229492 3.250948
H: -1.240833 5.921345 2.361586
H: -0.576539 4.979923 1.047189
H: -0.666201 7.345429 0.456335
H: 0.983704 6.766085 0.441208
H: 0.913761 8.976860 1.416982
H: 1.404976 7.843532 2.659672
H: -1.417808 8.992388 2.308799
H: -0.234596 9.485394 3.527879
H: -0.936192 7.868490 3.593359
C: 0.353586 -0.456145 5.830646
C: 1.525896 -1.378896 5.526679
C: 1.101543 -2.711999 4.907811
C: 0.210608 -3.591408 5.790061
C: 0.802029 -3.961275 7.151916
C: 2.079392 -4.783561 7.051673
H: -0.323365 -0.891773 6.569405
H: 0.716501 0.492478 6.235680
H: -0.219244 -0.238794 4.924148
H: 2.107462 -1.547832 6.437706
H: 2.195099 -0.869865 4.824568
H: 1.999744 -3.270138 4.627034
H: 0.567813 -2.513538 3.969763
H: -0.017117 -4.512450 5.240679
H: -0.751854 -3.092183 5.948857
H: 0.057176 -4.543154 7.705332
H: 0.990081 -3.060539 7.744762
H: 1.904491 -5.710225 6.498238
H: 2.435825 -5.048884 8.050394
H: 2.878620 -4.229321 6.552855

Forces on atoms 1 to 3 (eV/Å):
0.185 0.128 -0.085
-0.325 -0.873 0.056
0.767 0.144 0.913

Computed properties:
**Kohn-Sham gap**: 6.21 eV
**Net charge**: 0
**Spin multiplicity**: 1
**SMILES**: CCCC[C@H]1[NH2+][C@@H](P(=N)(O)O)[C@@](CC(=O)Cl)(N=C=S)N(CCCCNC(C)=O)[C@@H]1C(=O)[O-].CCCCCC.CCCCCC
**LUMO energy**: -1.63 eV

Calculated DFT total energy in order - -65814.5686; -122210.5812; -84441.9869 eV